Density functional theory data (ωB97M-V/def2-TZVPD) for a structure of composition C5H13NO at a distorted geometry.

XYZ file:
```
20
Properties=species:S:1:pos:R:3:forces:R:3
C -1.303514 -0.315513 -0.161996 0.87 -0.66 0.49
C -1.730359 0.724925 -1.158648 0.23 0.01 0.20
O -1.781621 -0.167350 1.143131 -0.30 0.14 0.09
H -1.969499 0.761374 1.326191 0.07 -0.09 -0.12
H -1.524244 -1.335407 -0.492154 -0.20 0.03 -0.04
H 0.052285 -0.817555 0.214772 -1.30 1.17 -0.85
H -1.183432 0.595955 -2.093666 0.00 0.02 0.04
H -2.804470 0.658005 -1.355661 0.07 -0.10 -0.01
H -1.531674 1.734232 -0.785676 0.08 -0.02 0.00
C 1.107133 1.244280 0.465132 -0.35 -0.03 0.04
C 1.298363 -1.460314 1.013703 0.14 0.94 -0.78
C 0.917392 -0.025962 -0.310800 1.13 -1.36 1.23
N 1.397270 -0.184830 -1.481668 -0.51 0.07 -0.28
H 1.246093 -1.099212 -1.897577 0.19 -0.01 0.15
H 0.847960 2.096532 -0.164198 -0.03 -0.03 0.01
H 2.155164 1.350477 0.747298 -0.02 -0.12 -0.05
H 0.505875 1.250354 1.374420 0.00 0.03 -0.03
H 2.328936 -1.159030 1.170711 0.06 -0.08 0.02
H 1.240516 -2.420478 0.503102 -0.05 0.08 -0.01
H 0.731825 -1.430483 1.943584 -0.09 0.03 -0.08
```
Positions in Å, forces in eV/Å.

largest force on an atom: 2.15 eV/A
energy above the lowest of the compared OMol25 structures with the same formula, charge and spin: 540.2 kJ/mol
DFT total energy: -328.11311 Eh
multiplicity: 1
molecular weight: 103.2 g/mol
HOMO-LUMO gap: 7.94 eV

***

Density functional theory data (ωB97M-V/def2-TZVPD) for a cluster of 2 separate species, C6H13N2 in total at a distorted geometry.

XYZ file:
```
21
Properties=species:S:1:pos:R:3:forces:R:3
C -0.322940 1.684431 1.634476 0.21 0.46 0.01
C 0.138714 2.833481 1.164619 -0.24 -0.67 -0.08
C -1.876706 -0.097301 1.418636 1.05 -0.33 -0.28
N -1.318880 0.947642 0.939306 -0.59 -0.18 0.49
H -0.043986 1.263416 2.588800 0.11 -0.18 -0.08
H -0.256041 3.236459 0.240739 0.24 0.19 -0.04
H 0.929984 3.329599 1.702432 -0.08 0.27 -0.03
H -2.617487 -0.662198 0.870036 -0.14 0.22 -0.04
H -1.425609 -0.485481 2.322575 -0.42 -0.06 0.24
H -1.633889 1.300746 0.045884 -0.04 0.20 -0.25
C -0.317903 -1.757365 -1.668527 0.28 -0.07 0.49
C 0.968216 -1.222860 -1.107698 0.30 0.71 -0.09
C 1.507590 -1.570056 0.064138 -0.28 -0.11 0.02
N 1.558109 -0.272144 -1.975627 -0.43 -0.37 0.66
H -0.137229 -2.080507 -2.691203 -0.26 -0.05 -0.06
H -1.077686 -0.968748 -1.658122 -0.05 0.01 -0.26
H -0.692166 -2.581393 -1.065731 0.01 -0.12 -0.09
H 2.437439 -1.143019 0.415592 0.02 0.03 -0.03
H 1.055395 -2.340403 0.673493 0.05 -0.11 -0.08
H 0.836100 0.310093 -2.374572 0.25 0.18 -0.36
H 2.288975 0.275607 -1.539248 -0.03 -0.03 -0.14
```
Positions in Å, forces in eV/Å.

total charge: +1
largest force on an atom: 1.14 eV/A
energy above the lowest of the compared OMol25 structures with the same formula, charge and spin: 237.1 kJ/mol
DFT total energy: -345.60572 Eh
multiplicity: 1
molecular weight: 113.2 g/mol
HOMO-LUMO gap: 6.05 eV

***

Density functional theory data (ωB97M-V/def2-TZVPD) for a structure of composition C15H11N7SSr.

XYZ file:
```
35
Properties=species:S:1:pos:R:3:forces:R:3
Sr 0.866978 -2.625075 -1.799093 0.04 0.01 -0.02
N -2.856050 -0.421212 -4.025870 0.00 -0.02 -0.11
C -1.789359 -0.839542 -3.314349 0.01 -0.04 0.29
S -1.045774 -2.305853 -3.869319 0.03 -0.13 -0.16
N -1.491097 -0.071694 -2.287534 -0.12 0.14 -0.12
N -0.433168 -0.459405 -1.533395 0.14 0.34 0.07
C -0.090468 0.358249 -0.591766 -0.30 -0.12 -0.12
C -0.821298 1.618193 -0.289397 0.12 0.03 0.03
C -0.138997 2.830518 -0.310581 -0.01 -0.04 -0.01
C -0.799341 4.011723 -0.006729 -0.03 0.02 0.01
C -2.141504 3.983385 0.342665 0.02 0.02 0.00
C -2.822613 2.773871 0.379207 0.01 -0.03 -0.01
C -2.168136 1.596065 0.056465 -0.04 0.00 0.01
C 1.049775 -0.012553 0.277942 0.21 -0.11 0.14
C 1.137575 0.479357 1.579281 -0.10 0.06 -0.07
C 2.162385 0.054730 2.404191 0.05 -0.07 -0.05
C 3.099894 -0.839157 1.910809 0.00 0.06 0.09
C 2.955908 -1.265245 0.605906 0.00 -0.05 -0.05
N 1.965159 -0.875237 -0.199016 -0.10 -0.03 -0.02
H -3.165278 -0.955915 -4.814991 0.01 0.03 -0.01
H -3.318316 0.431790 -3.764341 0.01 0.00 0.03
H 0.912390 2.848112 -0.573364 0.00 0.01 0.00
H -0.266054 4.952823 -0.038992 0.01 0.00 0.00
H -2.656528 4.903009 0.588130 0.00 0.00 0.00
H -3.868909 2.748987 0.654498 0.00 0.00 0.00
H -2.697231 0.652762 0.062472 -0.01 0.01 0.01
H 0.384449 1.164488 1.940920 0.00 0.01 -0.01
H 2.219453 0.402836 3.426607 0.01 0.00 0.00
H 3.904283 -1.216100 2.525109 -0.01 -0.04 0.00
H 3.665768 -1.970414 0.186152 0.00 0.00 0.01
N 0.592329 -3.874588 0.246567 -0.05 -0.37 -0.01
C 0.985865 -4.446959 1.194604 0.14 0.42 -0.02
N 1.398960 -5.083350 2.213159 -0.07 -0.25 0.12
C 2.257875 -4.507125 3.039128 0.01 0.10 -0.04
N 3.011075 -4.041476 3.784926 0.03 0.01 -0.01
```
Positions in Å, forces in eV/Å.

largest force on an atom: 0.44 eV/A
DFT total energy: -1390.47879 Eh
multiplicity: 1
molecular weight: 409.0 g/mol
HOMO-LUMO gap: 7.43 eV

***

What is the formula in the second record?
C6H13N2

***

Which value of DFT total energy does entry 3 give?
-1390.47879 Eh

***

Which value of HOMO-LUMO gap does entry 3 give?
7.43 eV